The following is a quantum chemistry calculation of a single CHClNO2P molecule, from the OMol25 dataset.

* E: -1045.467696 Eh
* maximum force: 0.0618 hartree/bohr
* HOMO level: -0.3984 Eh
* energy above the lowest of the compared OMol25 structures with the same formula, charge and spin: 29.6 kcal per mole
* Kohn-Sham gap: 9.9 eV

Atoms and positions in Å:
C  -2.14317  -0.90101  0.65163
N  -0.00587  0.59183  -0.46583
O  -1.38792  -1.71505  0.99884
O  -2.26774  0.89352  -1.87761
P  -1.47787  0.31115  -0.81001
Cl  -3.71218  -0.47972  1.19538
H  0.16851  -0.16128  0.22118

=====

The following is a quantum chemistry calculation of a molecular structure, CHClO2PS, from the OMol25 dataset.

* 2S+1: 3
* E: -1388.910358 Eh
* maximum force: 0.1270 hartree/bohr
* HOMO level (spin up / spin down): -0.0329 / -0.1847 Eh
* energy above the lowest of the compared OMol25 structures with the same formula, charge and spin: 25.3 kcal per mole
* Kohn-Sham gap (spin up / spin down): 4.4 / 6.7 eV
* charge: -1

Atoms and positions in Å:
C  -1.25696  0.43749  -0.00202
O  -0.47441  0.49495  0.99926
O  1.27486  -1.87737  -0.03567
P  1.52357  -0.62348  0.68157
S  -2.74933  0.97675  0.15697
Cl  2.48609  0.60650  -0.82075
H  -0.80383  -0.01484  -0.97937

=====

The following is a quantum chemistry calculation of a single CHClO2S molecule, from the OMol25 dataset.

* E: -1047.425608 Eh
* maximum force: 0.0279 hartree/bohr
* structure (SMILES): O=S(=O)=CCl
* HOMO level (spin up / spin down): -0.3598 / -0.3506 Eh
* energy above the lowest of the compared OMol25 structures with the same formula, charge and spin: 67.6 kcal per mole
* Kohn-Sham gap (spin up / spin down): 7.4 / 7.4 eV

Atoms and positions in Å:
O  1.18284  1.75233  -0.09302
S  1.00087  0.38227  0.30401
O  1.96674  -0.58173  -0.14026
C  -1.07210  -0.18135  -0.30312
Cl  -1.32366  -1.79435  -0.06971
H  -1.75469  0.42283  0.30210

=====

The following is a quantum chemistry calculation of 2 unconnected molecules or ions with the total composition CHClO3S, from the OMol25 dataset.

* E: -1122.692858 Eh
* maximum force: 0.0772 hartree/bohr
* HOMO level (spin up / spin down): -0.3406 / -0.3401 Eh
* energy above the lowest of the compared OMol25 structures with the same formula, charge and spin: 79.1 kcal per mole
* Kohn-Sham gap (spin up / spin down): 7.3 / 7.2 eV

Atoms and positions in Å:
C  -0.28776  -1.92906  0.52448
O  0.07069  -1.79702  -0.53628
O  -0.63823  -1.95905  1.60288
O  -0.30456  1.61709  0.80063
S  1.12378  1.43291  -2.04940
Cl  -0.52535  1.38315  -1.08564
H  0.56144  1.25197  0.74333

=====

The following is a quantum chemistry calculation of 2 unconnected molecules or ions with the total composition CHClO3S, from the OMol25 dataset.

* E: -1122.622813 Eh
* maximum force: 0.1077 hartree/bohr
* HOMO level (spin up / spin down): -0.3337 / -0.3337 Eh
* energy above the lowest of the compared OMol25 structures with the same formula, charge and spin: 123.0 kcal per mole
* Kohn-Sham gap (spin up / spin down): 6.7 / 6.7 eV

Atoms and positions in Å:
C  -1.85808  1.23929  -1.02587
O  -2.21843  1.84121  -1.97111
O  -1.06908  0.58577  -0.33159
O  -3.36634  1.54475  0.27933
S  0.58664  0.19491  -1.01822
Cl  -4.31712  2.49232  -0.69708
H  0.73765  1.44450  -0.91983

=====

The following is a quantum chemistry calculation of a single CHF2NO molecule, from the OMol25 dataset.

* E: -368.314717 Eh
* maximum force: 0.0914 hartree/bohr
* structure (SMILES): FC1(F)NO1
* HOMO level: -0.4007 Eh
* energy above the lowest of the compared OMol25 structures with the same formula, charge and spin: 31.0 kcal per mole
* Kohn-Sham gap: 11.8 eV

Atoms and positions in Å:
F  -0.70607  -1.42088  0.05301
C  -0.52659  -0.07300  -0.03335
F  -1.54482  0.44816  -0.60768
N  1.01411  0.58123  -0.30883
O  0.14134  0.58373  0.89378
H  1.62202  -0.11925  0.00308

=====

The following is a quantum chemistry calculation of a single CHF2NO2 molecule, from the OMol25 dataset.

* E: -443.555221 Eh
* maximum force: 0.0786 hartree/bohr
* structure (SMILES): O=[N+]([O-])C(F)F
* HOMO level: -0.4269 Eh
* energy above the lowest of the compared OMol25 structures with the same formula, charge and spin: 15.6 kcal per mole
* Kohn-Sham gap: 11.7 eV

Atoms and positions in Å:
O  -1.54247  -0.26120  0.86466
N  -0.45579  0.19924  0.76910
O  0.20570  0.91471  1.42870
C  0.26560  -0.19133  -0.55709
F  1.00836  -1.20829  -0.22105
F  1.09364  0.84445  -0.95798
H  -0.57505  -0.29759  -1.32633

=====

The following is a quantum chemistry calculation of 2 unconnected molecules or ions with the total composition CHF2NO2S, from the OMol25 dataset.

* E: -841.725544 Eh
* maximum force: 0.0648 hartree/bohr
* HOMO level (spin up / spin down): -0.3652 / -0.3985 Eh
* energy above the lowest of the compared OMol25 structures with the same formula, charge and spin: 74.9 kcal per mole
* Kohn-Sham gap (spin up / spin down): 7.5 / 8.5 eV

Atoms and positions in Å:
C  1.65373  0.42494  -0.09773
N  -1.96801  0.38438  0.16099
O  1.97910  0.35492  -1.23309
O  0.42357  0.33439  0.41659
F  2.43626  0.64377  0.94982
F  -0.79487  -2.62790  -0.21748
S  -0.87325  -0.11821  -0.56727
H  -2.85652  0.60372  0.58817

=====

The following is a quantum chemistry calculation of 2 unconnected molecules or ions with the total composition CHF2NO2S, from the OMol25 dataset.

* E: -841.836971 Eh
* maximum force: 0.0572 hartree/bohr
* HOMO level: -0.4192 Eh
* energy above the lowest of the compared OMol25 structures with the same formula, charge and spin: 5.0 kcal per mole
* Kohn-Sham gap: 10.5 eV

Atoms and positions in Å:
C  4.13877  -0.01248  0.12615
N  -0.82864  -0.87574  0.16889
O  4.13909  -0.54387  1.14118
O  1.58539  -0.38662  -0.12721
F  4.09438  -0.51434  -1.10690
F  4.31823  1.26188  -0.02671
S  0.54806  -1.43407  -0.00586
H  -1.04011  0.09816  0.26513

=====

The following is a quantum chemistry calculation of a single CHF2NO3 molecule, from the OMol25 dataset.

* E: -518.815701 Eh
* maximum force: 0.0794 hartree/bohr
* structure (SMILES): O=[N+]([O-])C(O)(F)F
* HOMO level: -0.4368 Eh
* energy above the lowest of the compared OMol25 structures with the same formula, charge and spin: 12.7 kcal per mole
* Kohn-Sham gap: 11.7 eV

Atoms and positions in Å:
O  0.46415  -1.47495  -1.31782
N  0.65636  -0.68360  -0.47120
O  1.73065  -0.30585  -0.05418
C  -0.62755  0.15012  0.20655
O  -0.20254  1.11385  1.02171
F  -1.23776  0.67180  -0.88275
F  -1.42871  -0.77821  0.74632
H  0.64541  1.30685  0.75137

=====

The following is a quantum chemistry calculation of 2 unconnected molecules or ions with the total composition CHF2NS, from the OMol25 dataset.

* E: -691.141930 Eh
* maximum force: 0.0721 hartree/bohr
* HOMO level: -0.4046 Eh
* energy above the lowest of the compared OMol25 structures with the same formula, charge and spin: 41.8 kcal per mole
* Kohn-Sham gap: 10.6 eV

Atoms and positions in Å:
C  1.88332  -0.46835  -1.50344
N  -1.07546  0.23607  0.74716
F  -0.69494  -1.01679  0.29258
F  -2.06522  0.65346  -0.09187
S  2.09980  -0.32235  0.00071
H  -0.14750  0.91795  0.55486

=====

The following is a quantum chemistry calculation of a gas-phase ion, CHF2O3S (charge -1), from the OMol25 dataset.

* E: -862.423793 Eh
* maximum force: 0.0425 hartree/bohr
* HOMO level: -0.1854 Eh
* energy above the lowest of the compared OMol25 structures with the same formula, charge and spin: 3.1 kcal per mole
* Kohn-Sham gap: 9.0 eV
* charge: -1

Atoms and positions in Å:
C  0.48902  -0.76549  0.35888
O  -1.77595  0.53867  -0.10977
O  -0.47152  1.98288  -1.54013
O  0.70440  0.48363  0.57194
F  0.73267  -1.17983  -0.92263
F  1.44015  -1.45985  1.07007
S  -0.72576  1.58183  -0.15197
H  -0.39299  -1.18184  0.72360

=====

The following is a quantum chemistry calculation of a molecular structure, CHF3IrNO5S2, from the OMol25 dataset.

* 2S+1: 5
* E: -1668.785711 Eh
* maximum force: 0.1923 hartree/bohr
* HOMO level (spin up / spin down): -0.7516 / -0.7584 Eh
* energy above the lowest of the compared OMol25 structures with the same formula, charge and spin: 24.0 kcal per mole
* Kohn-Sham gap (spin up / spin down): 8.4 / 6.4 eV
* charge: +2

Atoms and positions in Å:
N  0.53600  0.88831  0.95840
S  -0.16825  2.23572  0.81725
O  0.70007  3.37942  0.70797
O  -1.60256  2.36404  0.74338
S  -0.20528  -0.52800  0.30699
O  -1.35902  0.41769  -0.38762
O  -1.23278  -1.53770  0.82796
C  0.66934  -0.98656  -1.33264
F  0.09297  -0.41266  -2.35575
F  1.93064  -0.61163  -1.26826
F  0.59128  -2.29551  -1.45548
Ir  -2.77472  -0.63317  0.10914
O  1.00536  -1.39959  1.12430
H  1.81696  -0.88037  1.20435

=====

The following is a quantum chemistry calculation of a molecular structure, CHF3MgMnNO3S2, from the OMol25 dataset.

* 2S+1: 6
* E: -2765.895576 Eh
* maximum force: 0.0404 hartree/bohr
* HOMO level (spin up / spin down): -0.4583 / -0.4613 Eh
* energy above the lowest of the compared OMol25 structures with the same formula, charge and spin: 0.0 kcal per mole
* Kohn-Sham gap (spin up / spin down): 6.9 / 6.8 eV
* charge: +1

Atoms and positions in Å:
Mn  1.98014  1.86403  1.86735
N  0.03900  0.43298  0.28128
S  1.49799  0.07711  -0.33116
O  2.60347  0.55342  0.65541
S  -0.09819  2.15466  0.74634
O  -2.88303  1.79106  -0.49975
C  1.48781  -1.74887  0.08463
F  0.51647  -2.34453  -0.58960
F  1.30723  -1.93077  1.37762
F  2.64904  -2.26616  -0.28072
Mg  -1.79360  0.23295  -0.20501
O  -3.60496  0.48842  -1.08469
H  -3.70138  0.69569  -2.02168

=====

The following is a quantum chemistry calculation of 2 unconnected molecules or ions with the total composition CHF3N2S, from the OMol25 dataset.

* E: -846.040510 Eh
* maximum force: 0.0400 hartree/bohr
* structure (SMILES): FC(F)(F)S.N#N
* HOMO level: -0.3882 Eh
* energy above the lowest of the compared OMol25 structures with the same formula, charge and spin: 2.6 kcal per mole
* Kohn-Sham gap: 11.1 eV

Atoms and positions in Å:
F  0.44100  1.89561  0.55531
C  -0.73115  1.36797  0.21898
F  -1.09855  0.59607  1.24634
F  -1.60877  2.39119  0.19344
S  -0.73250  0.44680  -1.46239
H  0.20494  -0.41663  -1.06318
N  -3.56222  -1.15657  0.01862
N  -3.05793  -1.88631  -0.63636

=====

The following is a quantum chemistry calculation of 2 unconnected molecules or ions with the total composition CHF3O3PS, from the OMol25 dataset.

* E: -1303.564208 Eh
* maximum force: 0.0744 hartree/bohr
* HOMO level: -0.1285 Eh
* energy above the lowest of the compared OMol25 structures with the same formula, charge and spin: 81.4 kcal per mole
* Kohn-Sham gap: 7.0 eV
* charge: -1

Atoms and positions in Å:
C  1.57524  -0.70469  -0.24236
O  0.50170  1.91442  -0.75128
O  -0.52933  1.07623  1.31118
O  -2.64891  -0.29324  0.49629
F  2.80553  -0.30512  -0.05041
F  1.44136  -1.22004  -1.50894
F  1.41816  -1.81394  0.67516
P  -2.08359  0.16908  -1.04525
S  -0.28753  0.88326  -0.11704
H  -2.19262  0.29405  1.23265

=====

The following is a quantum chemistry calculation of a molecular structure, CHF3ORu, from the OMol25 dataset.

* 2S+1: 7
* E: -507.337622 Eh
* maximum force: 0.0889 hartree/bohr
* HOMO level (spin up / spin down): -0.7087 / -0.8177 Eh
* energy above the lowest of the compared OMol25 structures with the same formula, charge and spin: 0.0 kcal per mole
* Kohn-Sham gap (spin up / spin down): 6.3 / 6.7 eV
* charge: +2

Atoms and positions in Å:
O  2.30488  0.39243  -0.82608
Ru  3.55571  1.67332  -0.65803
H  1.98014  -0.68203  -0.55484
C  1.07929  -2.40836  -0.37194
F  0.07412  -2.55888  -1.22158
F  1.93343  -3.40243  -0.55760
F  0.59663  -2.49856  0.85954

=====

The following is a quantum chemistry calculation of 2 unconnected molecules or ions with the total composition CHF4PS2, from the OMol25 dataset.

* E: -1575.872953 Eh
* maximum force: 0.0647 hartree/bohr
* HOMO level (spin up / spin down): -0.3272 / -0.3298 Eh
* energy above the lowest of the compared OMol25 structures with the same formula, charge and spin: 34.0 kcal per mole
* Kohn-Sham gap (spin up / spin down): 7.0 / 7.2 eV

Atoms and positions in Å:
C  0.94845  0.92970  0.14181
F  0.64078  1.47471  1.25212
F  2.01889  1.60708  -0.33779
F  -0.01664  1.18903  -0.79154
F  1.90227  -1.14640  -1.11534
P  1.30067  -0.94060  0.36885
S  -2.57886  -1.17701  0.81528
S  -1.28988  -1.83140  -0.51675
H  -2.92568  -0.10509  0.18334

=====

The following is a quantum chemistry calculation of a molecular structure, CHFI2, from the OMol25 dataset.

* E: -733.872251 Eh
* maximum force: 0.1000 hartree/bohr
* HOMO level: -0.3554 Eh
* energy above the lowest of the compared OMol25 structures with the same formula, charge and spin: 38.1 kcal per mole
* Kohn-Sham gap: 9.0 eV

Atoms and positions in Å:
C  0.08643  0.11855  0.02415
F  1.31216  0.43207  0.42012
I  -0.25529  0.66117  -1.98967
I  -0.33364  -1.95603  0.45574
H  -0.80966  0.74424  1.08966

=====

The following is a quantum chemistry calculation of a molecular structure, CHFINO, from the OMol25 dataset.

* E: -566.133975 Eh
* maximum force: 0.0409 hartree/bohr
* HOMO level: -0.3505 Eh
* energy above the lowest of the compared OMol25 structures with the same formula, charge and spin: 24.8 kcal per mole
* Kohn-Sham gap: 8.7 eV

Atoms and positions in Å:
C  -0.93057  0.18747  -0.10368
N  0.31662  0.31877  0.03451
O  1.07488  -0.82020  0.04715
F  -1.66384  1.32589  0.00695
I  2.97087  -0.47911  -0.01072
H  -1.76796  -0.53282  0.02579